{
  "formula": "C24H24N4O4",
  "method": "ωB97M-V/def2-TZVPD",
  "species": ["O", "O", "O", "N", "O", "C", "C", "C", "C", "C", "C", "C", "C", "C", "C", "C", "C", "C", "C", "C", "C", "C", "C", "C", "C", "N", "N", "N", "C", "C", "C", "C", "H", "H", "H", "H", "H", "H", "H", "H", "H", "H", "H", "H", "H", "H", "H", "H", "H", "H", "H", "H", "H", "H", "H", "H"],
  "positions_angstrom": [[2.6396, 2.8498, -1.3881], [-1.3267, -5.3257, 0.1136], [2.7995, -4.8646, 1.9037], [-0.9908, 9.9637, 1.0663], [-1.2774, 5.1064, -0.6000], [1.4202, 2.8475, -1.3787], [-0.6862, -6.0649, -0.6169], [1.7022, -4.9933, 1.3673], [0.9632, 5.3491, -0.5371], [-1.3818, 2.7036, -1.3909], [-0.7055, 3.9326, -1.0001], [0.6518, 4.0134, -0.9873], [-0.2427, 5.9682, -0.3142], [-0.6348, 1.6044, -1.7584], [0.2651, 9.4971, 0.9886], [-1.9944, 9.1512, 0.7024], [-1.2490, -0.8757, 0.5212], [-1.5636, -1.7251, -0.5537], [0.0176, -0.9489, 1.1259], [0.5614, 8.2046, 0.5438], [-1.7733, 7.8493, 0.2505], [-0.6107, -2.6458, -1.0242], [0.9629, -1.8832, 0.6678], [-0.4726, 7.3419, 0.1597], [0.6494, -2.7415, -0.4039], [0.7620, 1.7014, -1.7630], [0.5787, -5.0451, 2.0898], [0.6398, -6.0273, -0.7728], [-1.4135, -7.1184, -1.4176], [0.5263, -4.9242, 3.5446], [1.6700, -3.7589, -0.8835], [1.6519, -5.1277, -0.1731], [1.9573, 5.7646, -0.4058], [-2.4657, 2.6696, -1.3774], [-1.1261, 0.6733, -2.0363], [1.0809, 10.1501, 1.2828], [-3.0137, 9.5199, 0.7629], [-1.9796, -0.1666, 0.8847], [-2.5425, -1.6805, -1.0095], [0.2609, -0.2963, 1.9527], [1.6002, 7.8976, 0.5094], [-2.6278, 7.2415, -0.0276], [-0.8643, -3.3079, -1.8388], [1.9282, -1.9507, 1.1511], [1.3415, 0.8800, -1.9069], [-0.2975, -5.1018, 1.5801], [1.0091, -6.7161, -1.4071], [-1.2476, -6.9430, -2.4783], [-1.0489, -8.1052, -1.1383], [-2.4797, -7.0527, -1.2017], [0.8668, -3.9302, 3.8406], [1.1814, -5.6700, 3.9995], [-0.4953, -5.0736, 3.8961], [1.5522, -3.9070, -1.9581], [2.6604, -3.3244, -0.7372], [2.6114, -5.5844, -0.4185]],
  "forces_ev_per_a": [[0.5, 0.0, 0.1], [0.0, 0.3, 0.3], [0.0, 0.2, -0.5], [0.0, 0.0, 0.0], [-0.1, -0.3, -0.1], [1.7, 0.5, 0.1], [-1.1, -0.1, 0.1], [0.5, -0.3, 0.8], [-0.3, -0.2, -0.1], [0.1, 0.0, 0.0], [-0.4, -0.9, -0.3], [-0.7, 0.2, 0.0], [1.8, -0.3, -0.1], [0.0, 1.7, 0.5], [-0.8, -0.9, -0.4], [1.1, -0.4, -0.1], [0.6, -0.6, -0.2], [0.9, -0.1, 0.4], [-0.2, -0.6, -0.6], [0.0, 0.2, 0.1], [-0.2, 0.2, 0.0], [0.1, 0.7, 0.9], [-1.0, 0.1, -0.4], [-0.8, 0.1, 0.0], [-0.3, 0.2, 0.0], [-2.2, -0.3, 0.1], [-1.0, -0.2, -0.2], [0.9, -0.1, 0.2], [0.0, 0.0, 0.0], [0.5, 0.1, -0.4], [-0.1, 0.7, 0.3], [-0.3, 0.1, -0.3], [-0.3, -0.1, 0.0], [0.2, -0.2, -0.1], [0.5, 0.2, 0.1], [-0.2, 0.1, 0.0], [0.2, 0.2, 0.1], [0.0, 0.0, 0.0], [-0.1, 0.0, 0.0], [0.0, 0.0, 0.0], [-0.1, -0.1, 0.0], [0.1, 0.0, 0.0], [0.0, -0.1, -0.1], [0.1, 0.0, 0.0], [-0.1, 0.3, 0.0], [0.0, 0.1, 0.0], [0.1, 0.0, 0.1], [0.0, -0.2, -0.1], [0.0, -0.1, -0.1], [0.2, 0.0, 0.0], [0.0, -0.1, 0.1], [0.0, 0.1, 0.0], [0.1, 0.0, -0.2], [0.0, -0.2, 0.0], [0.1, -0.1, 0.1], [-0.1, -0.1, 0.1]],
  "relative_energy_kcal_mol": 32.29,
  "energy_ev": -39428.9065,
  "smiles": "CNC(=O)[C@H](Cc1ccccc1)NC(C)=O.O=c1[nH]ccc2oc(-c3ccncc3)cc12",
  "homo_lumo_gap_ev": 8.1
}


{
  "formula": "C34H58AlCl2NO16P",
  "method": "ωB97M-V/def2-TZVPD",
  "species": ["C", "C", "C", "Cl", "Al", "N", "C", "C", "C", "Cl", "P", "O", "O", "H", "H", "H", "H", "H", "H", "H", "H", "H", "H", "H", "H", "H", "H", "H", "H", "O", "C", "O", "C", "C", "C", "H", "H", "H", "H", "H", "H", "O", "C", "O", "C", "C", "C", "H", "H", "H", "H", "H", "H", "O", "C", "O", "C", "C", "C", "H", "H", "H", "H", "H", "H", "O", "C", "O", "C", "C", "C", "H", "H", "H", "H", "H", "H", "O", "C", "O", "C", "C", "C", "H", "H", "H", "H", "H", "H", "O", "C", "O", "C", "C", "C", "H", "H", "H", "H", "H", "H", "O", "C", "O", "C", "C", "C", "H", "H", "H", "H", "H", "H"],
  "positions_angstrom": [[4.5439, 1.6923, -1.1354], [3.1628, 2.3505, -1.1054], [2.6292, 2.9102, -2.4262], [2.9664, 1.7794, -3.8560], [0.6850, 3.4308, -2.5166], [0.4265, 4.6381, -3.8834], [-0.5441, 1.8812, -2.9137], [-1.2220, 1.0549, -1.8421], [-2.1146, 1.8665, -0.9148], [0.0430, 0.1768, -0.8316], [0.2368, 4.5119, -0.3442], [1.6462, 5.4349, -0.2764], [-0.7854, 5.7716, -0.9068], [4.6143, 1.0131, -1.9884], [5.3241, 2.4499, -1.2392], [4.7543, 1.1156, -0.2315], [2.4246, 1.6802, -0.6551], [3.2058, 3.2349, -0.4583], [3.2045, 3.8049, -2.6924], [-0.4918, 4.6233, -4.3154], [0.5833, 5.6130, -3.6436], [-1.3598, 2.2301, -3.5661], [0.0799, 1.2210, -3.5326], [-1.7889, 0.2233, -2.2566], [-2.9517, 1.2700, -0.5424], [-2.5373, 2.7150, -1.4605], [-1.5656, 2.2687, -0.0616], [1.6851, 5.8366, 0.5985], [-1.4387, 5.4245, -1.5260], [-5.9001, 1.2195, -3.2378], [-5.4770, 0.1242, -3.0190], [-4.1584, -0.1529, -2.9419], [-3.9145, -1.5419, -2.7409], [-5.2046, -2.0917, -2.1395], [-6.2471, -1.1748, -2.7831], [-3.6972, -2.0005, -3.7104], [-3.0226, -1.6027, -2.1243], [-5.3404, -3.1528, -2.3393], [-5.2038, -1.9425, -1.0613], [-6.5836, -1.5387, -3.7573], [-7.1271, -0.9704, -2.1780], [4.0402, 6.4431, 3.5746], [3.0422, 7.0839, 3.4437], [2.4260, 7.2438, 2.2462], [1.3037, 8.1354, 2.3568], [0.9103, 8.0926, 3.8310], [2.2553, 7.8444, 4.5009], [1.6290, 9.1310, 2.0456], [0.5371, 7.7797, 1.6718], [0.4091, 9.0032, 4.1525], [0.2418, 7.2490, 4.0065], [2.7976, 8.7707, 4.7079], [2.2236, 7.2622, 5.4184], [8.6216, 2.9824, -2.0821], [7.8779, 3.1893, -2.9991], [6.7267, 3.8714, -2.8668], [5.9744, 3.8652, -4.0980], [7.0150, 3.6169, -5.1868], [8.0269, 2.7508, -4.4492], [5.2308, 3.0710, -4.0385], [5.4623, 4.8217, -4.1675], [6.5815, 3.1491, -6.0682], [7.4776, 4.5594, -5.4861], [7.7682, 1.6895, -4.4913], [9.0630, 2.8580, -4.7620], [-1.2346, -2.5871, 0.1390], [-0.5186, -2.8301, -0.7912], [-0.9701, -2.7897, -2.0694], [0.0618, -3.2060, -2.9843], [1.3716, -3.0077, -2.2271], [0.9357, -3.2362, -0.7861], [-0.1165, -4.2553, -3.2341], [-0.0342, -2.5966, -3.8795], [2.1524, -3.6823, -2.5716], [1.7163, -1.9808, -2.3522], [0.9672, -4.2888, -0.4961], [1.4813, -2.6554, -0.0469], [-5.9334, 0.0736, 4.2764], [-5.1570, -0.2349, 3.4188], [-5.5121, -0.2600, 2.1093], [-4.4248, -0.7566, 1.3071], [-3.1665, -0.5311, 2.1316], [-3.7080, -0.6642, 3.5484], [-4.6003, -1.8215, 1.1281], [-4.4410, -0.2212, 0.3604], [-2.3814, -1.2369, 1.8740], [-2.7896, 0.4784, 1.9598], [-3.7080, -1.7006, 3.8985], [-3.2092, -0.0592, 4.3014], [0.6894, -6.8355, 1.5530], [-0.4260, -6.6444, 1.1585], [-0.6767, -6.1127, -0.0596], [-2.0931, -5.8895, -0.2278], [-2.7683, -6.8550, 0.7446], [-1.7366, -6.9080, 1.8635], [-2.2973, -4.8477, 0.0249], [-2.3260, -6.0607, -1.2761], [-3.7466, -6.5019, 1.0621], [-2.8839, -7.8374, 0.2842], [-1.8855, -6.1080, 2.5955], [-1.6818, -7.8546, 2.3979], [-2.1489, -4.9491, 4.8213], [-1.4417, -5.6800, 5.4515], [-1.8173, -6.1809, 6.6563], [-0.7593, -6.9754, 7.2199], [0.0937, -7.4055, 6.0291], [-0.0708, -6.2133, 5.0967], [-0.1988, -6.3537, 7.9219], [-1.2256, -7.7938, 7.7630], [1.1243, -7.6200, 6.3022], [-0.3338, -8.3005, 5.5742], [0.6719, -5.4358, 5.2895], [-0.0235, -6.4480, 4.0360]],
  "forces_ev_per_a": [[0.0, 0.1, -0.2], [-0.1, 0.1, 0.0], [0.2, 0.2, 0.1], [-0.1, -0.1, 0.0], [-0.1, -0.1, 0.2], [-0.3, 0.4, 0.1], [0.1, -0.2, 0.0], [0.1, 0.1, 0.0], [-0.1, 0.0, 0.1], [0.0, 0.2, 0.0], [0.1, 0.3, -0.1], [-0.2, -0.1, 0.1], [-0.3, -0.2, 0.2], [0.1, 0.0, 0.1], [0.0, -0.1, 0.0], [-0.1, 0.1, 0.0], [0.1, -0.1, -0.1], [-0.1, -0.1, 0.1], [0.1, -0.1, 0.0], [0.1, -0.1, -0.1], [0.1, -0.1, -0.1], [0.1, 0.1, 0.0], [-0.1, 0.0, 0.0], [0.1, 0.0, 0.0], [0.1, 0.0, 0.1], [0.0, -0.1, -0.1], [0.1, 0.0, -0.1], [0.3, 0.0, -0.1], [0.2, 0.1, -0.1], [0.0, 0.0, 0.0], [0.0, -0.4, 0.1], [0.0, 0.7, -0.2], [0.1, -0.2, 0.0], [0.0, 0.2, 0.0], [0.0, 0.1, 0.0], [0.0, 0.0, 0.0], [-0.1, -0.3, 0.1], [0.0, 0.0, -0.1], [0.0, 0.0, 0.0], [0.0, 0.0, 0.0], [0.0, 0.0, 0.0], [0.0, 0.0, 0.0], [-0.1, 0.1, 0.0], [0.1, -0.1, -0.1], [0.0, 0.0, 0.0], [0.0, -0.1, 0.0], [0.1, -0.1, 0.0], [0.0, 0.0, 0.0], [0.0, 0.0, 0.0], [0.0, 0.0, 0.0], [0.0, 0.0, 0.0], [0.0, 0.0, 0.0], [0.0, 0.0, 0.0], [0.0, 0.0, -0.1], [-0.1, -0.1, -0.1], [0.0, 0.1, 0.2], [0.0, 0.0, 0.1], [0.0, 0.1, 0.0], [0.1, -0.1, 0.1], [0.0, 0.0, 0.0], [0.0, 0.0, 0.0], [0.0, 0.0, 0.0], [0.0, 0.0, 0.0], [0.0, 0.0, 0.0], [0.0, 0.0, 0.0], [-0.2, -0.3, 0.0], [0.1, 0.1, 0.0], [-0.1, -0.2, 0.1], [0.0, 0.0, 0.0], [0.0, 0.1, -0.1], [0.0, 0.0, 0.0], [0.0, 0.0, 0.0], [0.0, 0.0, 0.0], [0.0, 0.0, 0.0], [0.0, 0.0, 0.0], [0.1, 0.0, 0.0], [0.0, 0.0, 0.0], [0.1, 0.0, 0.0], [0.0, 0.0, -0.1], [0.0, 0.0, 0.0], [0.0, -0.1, 0.0], [0.1, 0.1, 0.0], [-0.1, 0.0, 0.1], [0.0, 0.0, 0.0], [0.0, 0.0, 0.0], [0.0, 0.0, 0.0], [0.0, 0.0, 0.0], [0.0, 0.0, 0.0], [0.0, 0.0, 0.0], [-0.1, 0.0, 0.0], [0.0, 0.1, -0.1], [0.0, 0.0, 0.0], [-0.1, 0.1, 0.0], [0.1, 0.0, -0.1], [0.0, -0.1, 0.2], [0.0, 0.0, 0.0], [0.0, 0.0, 0.0], [0.0, 0.0, 0.0], [0.0, 0.0, 0.0], [0.0, 0.0, 0.0], [0.0, 0.0, 0.0], [0.0, -0.1, 0.0], [0.0, 0.0, 0.1], [0.0, 0.1, 0.0], [0.0, 0.0, 0.0], [-0.1, 0.0, 0.0], [0.1, 0.0, -0.2], [0.0, 0.0, 0.0], [0.0, 0.0, 0.0], [0.0, 0.0, 0.0], [0.0, 0.0, 0.0], [-0.1, 0.1, 0.0], [0.1, 0.0, 0.0]],
  "relative_energy_kcal_mol": 0.00,
  "energy_ev": -111386.4430,
  "homo_lumo_gap_ev": 5.4,
  "charge": -1
}


{
  "formula": "C7H12",
  "method": "ωB97M-V/def2-TZVPD",
  "species": ["C", "C", "C", "C", "C", "C", "C", "H", "H", "H", "H", "H", "H", "H", "H", "H", "H", "H", "H"],
  "positions_angstrom": [[-2.3867, 0.4686, 0.1386], [-1.2720, -0.5563, 0.0072], [-0.2366, -0.2677, -1.1173], [0.8380, -0.0901, -0.0446], [2.2769, -0.4876, -0.1319], [1.8991, 0.9633, -0.0027], [-0.1463, -0.4376, 1.0723], [-3.0532, 0.4442, -0.7313], [-1.9724, 1.4819, 0.2135], [-2.9898, 0.2870, 1.0362], [-1.6981, -1.5639, -0.0547], [-0.0607, -1.1048, -1.8018], [-0.4531, 0.6288, -1.7117], [2.6529, -0.8345, -1.0914], [2.7229, -0.9777, 0.7303], [2.0200, 1.6030, -0.8736], [2.0875, 1.4569, 0.9476], [-0.3078, 0.3557, 1.8130], [0.0794, -1.3692, 1.6024]],
  "forces_ev_per_a": [[0.0, 0.0, 0.0], [-0.1, 0.0, 0.0], [0.0, 0.0, -0.2], [0.1, 0.0, 0.0], [0.1, -0.2, 0.0], [0.0, 0.2, 0.0], [0.0, 0.0, 0.2], [0.1, 0.0, 0.1], [0.0, -0.1, 0.0], [0.1, 0.0, -0.1], [0.1, 0.2, 0.0], [0.0, 0.1, 0.1], [0.0, -0.1, 0.1], [-0.1, 0.1, 0.1], [-0.1, 0.1, -0.1], [0.0, -0.1, 0.1], [0.0, -0.1, -0.1], [0.0, -0.1, -0.1], [0.0, 0.1, -0.1]],
  "relative_energy_kcal_mol": 28.87,
  "energy_ev": -7452.1793,
  "smiles": "CC1CC2(CC2)C1",
  "homo_lumo_gap_ev": 10.9
}


{
  "formula": "BrMg",
  "method": "ωB97M-V/def2-TZVPD",
  "species": ["Mg", "Br"],
  "positions_angstrom": [[5.3194, 25.3798, -12.9205], [7.4729, 26.1571, -12.0445]],
  "forces_ev_per_a": [[1.7, 0.6, 0.7], [-1.7, -0.6, -0.7]],
  "relative_energy_kcal_mol": 4.83,
  "energy_ev": -75479.9994,
  "homo_lumo_gap_ev": 6.9,
  "charge": 1
}